{"formula": "C30H85N11O9", "method": "wB97M-V/def2-TZVPD", "elements": ["C", "O", "C", "C", "C", "N", "H", "H", "H", "H", "H", "H", "H", "H", "H", "H", "H", "C", "O", "C", "C", "C", "N", "H", "H", "H", "H", "H", "H", "H", "H", "H", "H", "H", "C", "O", "C", "C", "C", "N", "H", "H", "H", "H", "H", "H", "H", "H", "H", "H", "H", "C", "O", "C", "C", "C", "N", "H", "H", "H", "H", "H", "H", "H", "H", "H", "H", "H", "C", "O", "C", "C", "C", "N", "H", "H", "H", "H", "H", "H", "H", "H", "H", "H", "H", "C", "O", "C", "C", "C", "N", "H", "H", "H", "H", "H", "H", "H", "H", "H", "H", "H", "C", "O", "C", "C", "C", "N", "H", "H", "H", "H", "H", "H", "H", "H", "H", "H", "H", "N", "C", "N", "O", "H", "H", "H", "H", "N", "C", "N", "O", "H", "H", "H", "H"], "xyz": [[15.050, 6.143, 18.239], [15.039, 7.162, 19.214], [13.676, 7.447, 19.547], [13.436, 7.923, 21.028], [14.011, 9.341, 21.202], [13.930, 6.981, 22.001], [14.308, 6.278, 17.443], [14.618, 5.208, 18.619], [16.030, 5.993, 17.790], [13.351, 8.297, 18.935], [12.923, 6.710, 19.251], [12.347, 7.908, 21.116], [15.098, 9.289, 21.169], [13.749, 9.571, 22.239], [13.529, 10.085, 20.573], [13.528, 6.082, 21.783], [14.933, 6.907, 22.088], [18.984, 3.246, 15.571], [18.350, 2.628, 16.733], [16.961, 2.745, 16.587], [16.304, 2.529, 17.944], [16.546, 1.200, 18.713], [14.840, 2.632, 17.806], [20.053, 3.064, 15.585], [18.664, 4.285, 15.516], [18.557, 2.730, 14.708], [16.533, 3.682, 16.213], [16.576, 2.046, 15.832], [16.713, 3.344, 18.545], [17.569, 1.251, 19.108], [16.536, 0.251, 18.175], [15.974, 1.101, 19.635], [14.506, 1.774, 17.375], [14.442, 2.556, 18.739], [18.600, 3.313, 11.854], [17.417, 4.094, 11.896], [16.728, 4.081, 13.157], [15.204, 4.446, 12.929], [14.480, 4.006, 14.201], [14.726, 3.687, 11.768], [18.434, 2.301, 12.228], [19.381, 3.784, 12.462], [18.987, 3.360, 10.838], [16.829, 3.104, 13.637], [17.156, 4.760, 13.901], [15.213, 5.535, 12.898], [14.620, 2.950, 14.427], [13.454, 4.364, 14.116], [14.940, 4.585, 15.007], [15.495, 3.582, 11.111], [14.609, 2.677, 11.930], [17.620, -0.686, 15.279], [16.901, -1.051, 14.114], [16.402, 0.088, 13.429], [15.841, -0.210, 12.076], [16.928, -0.293, 11.026], [14.843, 0.807, 11.691], [18.485, -0.031, 15.129], [18.012, -1.629, 15.656], [17.021, -0.174, 16.036], [15.556, 0.454, 14.028], [17.147, 0.886, 13.367], [15.283, -1.149, 12.156], [17.797, -0.855, 11.363], [17.185, 0.662, 10.567], [16.475, -0.861, 10.207], [14.804, 0.783, 10.677], [13.922, 0.514, 11.998], [12.612, -0.635, 17.029], [13.145, -1.652, 17.820], [13.456, -2.805, 17.068], [14.226, -3.813, 17.907], [15.625, -3.352, 18.318], [14.421, -5.059, 17.135], [13.352, -0.365, 16.263], [12.656, 0.307, 17.584], [11.621, -0.699, 16.575], [12.540, -3.230, 16.643], [14.065, -2.559, 16.188], [13.696, -3.950, 18.856], [16.271, -3.487, 17.450], [16.090, -3.980, 19.086], [15.674, -2.419, 18.883], [13.537, -5.329, 16.719], [14.701, -5.805, 17.759], [13.867, 3.510, 21.109], [13.587, 2.330, 20.378], [12.385, 1.590, 20.716], [12.691, 0.668, 21.920], [13.732, -0.394, 21.535], [11.575, -0.110, 22.494], [13.167, 4.333, 20.946], [14.848, 3.905, 20.846], [13.868, 3.241, 22.168], [11.616, 2.303, 21.027], [12.088, 1.144, 19.768], [13.080, 1.200, 22.789], [14.749, 0.001, 21.563], [13.633, -0.663, 20.478], [13.686, -1.333, 22.082], [11.215, -0.763, 21.803], [10.774, 0.493, 22.663], [23.775, 4.405, 18.285], [23.600, 3.256, 19.119], [22.414, 3.310, 19.896], [21.049, 3.488, 19.153], [19.891, 3.225, 20.068], [21.012, 2.654, 17.986], [23.188, 4.466, 17.369], [24.808, 4.360, 17.937], [23.679, 5.263, 18.956], [22.453, 2.326, 20.366], [22.451, 4.106, 20.649], [21.086, 4.557, 18.896], [19.865, 2.234, 20.519], [18.950, 3.370, 19.533], [19.915, 4.052, 20.781], [20.036, 2.529, 17.733], [21.531, 3.022, 17.199], [10.191, 4.574, 16.480], [11.490, 4.846, 16.777], [12.194, 3.735, 17.108], [11.928, 5.984, 16.706], [9.572, 5.363, 16.418], [9.882, 3.625, 16.563], [11.818, 2.812, 17.033], [13.167, 3.975, 17.248], [22.568, 0.642, 15.310], [22.425, 1.922, 14.853], [21.947, 1.899, 13.584], [22.789, 2.917, 15.464], [22.078, -0.069, 14.810], [22.767, 0.607, 16.300], [21.724, 1.028, 13.147], [21.609, 2.741, 13.148]], "lowdin_charge": [-0.1293, -0.1600, -0.2033, -0.4281, -0.0575, 0.0435, 0.0672, 0.0558, 0.0875, 0.1200, 0.1043, 0.1320, 0.0795, 0.0708, 0.0757, 0.0326, 0.0772, -0.0410, -0.1965, -0.2334, -0.3698, -0.0297, 0.0492, 0.0647, 0.0959, 0.0538, 0.1033, 0.1016, 0.1264, 0.0656, 0.0624, 0.0614, 0.0652, 0.0308, -0.1071, -0.1911, -0.1935, -0.3852, -0.0704, 0.0308, 0.0643, 0.0762, 0.0920, 0.0737, 0.1114, 0.1338, 0.0647, 0.0810, 0.0646, 0.0506, 0.0125, -0.0946, -0.1634, -0.2246, -0.4222, -0.0499, 0.0349, 0.0848, 0.0922, 0.0628, 0.1182, 0.1011, 0.1428, 0.0864, 0.0779, 0.0800, 0.0875, 0.0922, -0.1306, -0.1720, -0.2110, -0.4291, -0.0661, 0.0345, 0.0838, 0.0576, 0.0947, 0.1262, 0.1284, 0.1336, 0.0755, 0.0733, 0.0686, 0.0646, 0.0739, -0.0909, -0.2598, -0.1391, -0.4083, -0.0595, 0.0244, 0.0732, 0.0942, 0.0908, 0.1202, 0.1129, 0.1288, 0.0683, 0.0644, 0.0774, 0.0700, 0.0659, -0.1062, -0.1881, -0.2073, -0.4630, -0.0593, 0.0761, 0.0633, 0.0873, 0.0881, 0.1233, 0.1178, 0.1317, 0.0865, 0.0587, 0.0847, 0.0352, 0.0258, 0.1442, -0.6962, 0.1686, 0.0211, 0.1050, 0.0863, 0.0863, 0.0556, 0.1629, -0.6854, 0.1568, 0.0213, 0.0867, 0.1130, 0.0908, 0.0970], "fmax_ha_per_bohr": 0.0625, "relative_energy_kcal_mol": 69.8, "smiles": "COC[C@H](C)N.COC[C@H](C)N.COC[C@H](C)N.COC[C@H](C)N.COC[C@H](C)N.COC[C@H](C)N.COC[C@H](C)N.NC(N)=O.NC(N)=O", "charge": 0}